DFT (ωB97M-V/def2-TZVPD) results for a structure of composition C25H56B3BrN6O11 at a distorted geometry.

The calculation puts the LUMO energy at 0.012 hartree. As for the total energy: -130374.5034 eV.

ORCA input file:
```
! wB97M-V def2-TZVPD RIJCOSX def2/J DEFGRID3
* xyz 0 1
C -3.7608 2.6952 0.0768
C -3.4978 1.2286 -0.1216
O -3.4612 0.4819 0.7757
O -3.3404 0.8519 -1.4127
C -1.9828 0.5247 -1.7389
C -1.3455 1.6736 -2.5454
B -0.0745 2.2990 -1.8654
O 0.3621 3.5812 -2.2092
B 0.2459 4.3273 -1.0417
O 0.9369 3.8457 0.0440
B 0.5758 2.5027 0.2502
C 0.0599 2.0968 1.6745
C -0.0943 0.6056 1.9806
C 1.1968 -0.2077 1.9100
Br 1.3305 -1.3096 0.3058
O 0.6538 1.6798 -0.8589
H -4.6660 3.0088 -0.4167
H -3.8265 2.8972 1.1293
H -2.9036 3.2449 -0.3138
H -2.0072 -0.3495 -2.3690
H -1.4000 0.2579 -0.8677
H -2.0750 2.4690 -2.6052
H -1.0600 1.3168 -3.5290
H -0.4277 5.3011 -0.9760
H 0.6723 2.5780 2.4289
H -0.9262 2.5520 1.7666
H -0.8419 0.1084 1.3833
H -0.4386 0.5281 3.0037
H 1.1702 -0.9220 2.7125
H 2.0914 0.3798 2.0540
C 1.3609 5.3732 -6.4829
O 1.3773 5.9848 -7.5369
N 2.0587 4.2531 -6.2357
C 1.9947 3.5725 -4.9552
C 2.9022 3.7117 -7.2878
H 0.7528 5.7030 -5.6229
H 2.9910 3.5333 -4.5102
H 1.6269 2.5538 -5.1004
H 1.3266 4.0953 -4.2790
H 3.6509 4.4491 -7.5790
H 2.2970 3.4761 -8.1639
H 3.3972 2.8108 -6.9348
C -0.0422 -4.3951 1.5849
O -0.3121 -3.4942 2.3583
N -0.8742 -5.3921 1.2403
C -0.4820 -6.4372 0.3149
C -2.2069 -5.4181 1.8182
H 0.9435 -4.4647 1.0930
H -1.1481 -6.4351 -0.5507
H -0.5398 -7.4097 0.8073
H 0.5387 -6.2757 -0.0240
H -2.7420 -4.5044 1.5568
H -2.1381 -5.4739 2.9053
H -2.7536 -6.2798 1.4438
C -2.2062 9.3649 -10.0908
O -2.5096 10.0964 -9.1673
N -1.3223 8.3538 -10.0161
C -1.0087 7.5209 -11.1585
C -0.6593 8.0874 -8.7471
H -2.6487 9.4781 -11.0975
H -1.2543 6.4799 -10.9378
H 0.0562 7.5921 -11.3890
H -1.5803 7.8418 -12.0273
H -1.4064 7.8645 -7.9843
H -0.1021 8.9704 -8.4332
H 0.0185 7.2480 -8.8462
C -5.8862 4.5789 3.1401
O -6.0019 4.0198 2.0657
N -5.5917 3.9581 4.2964
C -5.4658 4.6772 5.5490
C -5.3948 2.5164 4.2824
H -6.0169 5.6694 3.2531
H -4.4620 4.5407 5.9565
H -6.1955 4.3005 6.2685
H -5.6411 5.7393 5.3928
H -4.5749 2.2582 3.6112
H -6.2974 2.0231 3.9214
H -5.1658 2.1670 5.2858
C 1.9558 -7.2879 4.5154
O 2.5216 -7.5627 3.4691
N 1.9212 -6.0696 5.0715
C 1.2332 -5.8116 6.3209
C 2.5977 -4.9750 4.3970
H 1.4172 -8.0481 5.1068
H 0.4502 -5.0666 6.1640
H 1.9417 -5.4369 7.0617
H 0.7817 -6.7264 6.6979
H 2.1734 -4.8508 3.4011
H 3.6585 -5.2079 4.2947
H 2.4779 -4.0560 4.9637
C 5.8583 -8.3439 6.8992
O 4.7856 -7.8933 7.2605
N 6.0815 -8.9390 5.7152
C 7.3834 -9.4532 5.3418
C 4.9701 -9.0647 4.7835
H 6.7594 -8.2950 7.5362
H 7.7352 -8.9516 4.4378
H 7.3178 -10.5262 5.1497
H 8.1007 -9.2817 6.1418
H 4.5837 -8.0796 4.5386
H 4.1688 -9.6423 5.2459
H 5.2978 -9.5611 3.8741
*
```

DFT (ωB97M-V/def2-TZVPD) results for a cluster of 3 separate species, C25H56FN2O in total.

The calculation puts the LUMO energy at -0.101 hartree. As for the total energy: -34572.6614 eV.

ORCA input file:
```
! wB97M-V def2-TZVPD RIJCOSX def2/J DEFGRID3
* xyz 1 1
C 2.1611 0.4453 -0.8448
O 1.9627 0.0112 -2.1788
C 2.1933 -1.3660 -2.3632
C 1.0195 -2.2243 -1.8877
C 0.9378 -3.5274 -2.6810
C -0.0888 -4.5942 -2.2282
C -0.7644 -4.4546 -0.8589
C -1.6582 -3.2328 -0.6321
C -2.7654 -3.4434 0.3982
C -4.0005 -2.5697 0.1593
F -4.5702 -2.2710 1.3925
C -3.7399 -1.2442 -0.5533
C -2.8081 -1.3361 -1.7726
C -3.4208 -0.8765 -3.0806
C -2.4246 -0.7715 -4.2297
N -3.0595 -0.1404 -5.3690
N -2.3000 -2.7564 -1.9115
H 3.2237 0.6174 -0.6502
H 1.6244 1.3813 -0.7097
H 1.7884 -0.2813 -0.1151
H 3.1201 -1.6739 -1.8633
H 2.3372 -1.5067 -3.4358
H 1.0975 -2.4279 -0.8168
H 0.1262 -1.6060 -2.0420
H 1.9286 -3.9851 -2.6996
H 0.7316 -3.2601 -3.7211
H 0.3927 -5.5711 -2.2170
H -0.8588 -4.7033 -3.0017
H -0.0124 -4.4251 -0.0674
H -1.3471 -5.3611 -0.6843
H -1.0438 -2.3824 -0.3409
H -2.3726 -3.2120 1.3880
H -3.0643 -4.4923 0.4130
H -4.7609 -3.1402 -0.3861
H -3.3239 -0.5498 0.1773
H -4.7004 -0.8350 -0.8644
H -1.8924 -0.7739 -1.5815
H -3.8556 0.1092 -2.9096
H -4.2556 -1.5352 -3.3525
H -1.9952 -1.7636 -4.4644
H -1.5904 -0.1377 -3.9152
H -3.7965 -0.7139 -5.7615
H -2.3987 0.0544 -6.1097
H -1.6180 -2.7881 -2.6721
H -3.0615 -3.3838 -2.1828
C 7.2487 3.9769 0.7965
C 6.5990 3.2427 1.9641
C 7.3416 1.9724 2.3770
C 7.4567 0.9117 1.2802
C 6.1231 0.4596 0.6871
C 5.1806 -0.1619 1.7121
H 7.2600 3.3677 -0.1089
H 6.7161 4.8995 0.5638
H 8.2827 4.2392 1.0302
H 5.5614 3.0021 1.7118
H 6.5483 3.9105 2.8275
H 6.8515 1.5424 3.2546
H 8.3510 2.2423 2.7015
H 7.9748 0.0399 1.6916
H 8.0927 1.2854 0.4739
H 6.3226 -0.2648 -0.1077
H 5.6290 1.3086 0.2037
H 5.6439 -1.0232 2.1985
H 4.2580 -0.5061 1.2399
H 4.9049 0.5498 2.4915
C -4.6581 5.1908 2.8093
C -3.9751 4.1378 3.6744
C -2.8922 3.3500 2.9383
C -3.3887 2.5727 1.7174
C -4.5181 1.5842 2.0046
C -4.1424 0.5008 3.0086
H -5.1865 4.7430 1.9656
H -5.3881 5.7598 3.3848
H -3.9284 5.8966 2.4063
H -4.7261 3.4520 4.0776
H -3.5195 4.6221 4.5411
H -2.4110 2.6632 3.6398
H -2.1105 4.0426 2.6114
H -2.5385 2.0270 1.2879
H -3.7168 3.2741 0.9458
H -4.8210 1.1178 1.0612
H -5.4022 2.1192 2.3601
H -3.2566 -0.0507 2.6779
H -4.9492 -0.2196 3.1384
H -3.9137 0.9209 3.9885
*
```

DFT (ωB97M-V/def2-TZVPD) results for a cluster of 4 separate species, C25H56N2O14P3 in total at a distorted geometry.

The calculation puts the LUMO energy at -0.030 hartree. As for the total energy: -86338.7733 eV.

ORCA input file:
```
! wB97M-V def2-TZVPD RIJCOSX def2/J DEFGRID3
* xyz -1 1
C 4.3006 -4.1816 3.0776
C 4.4854 -3.5227 2.0584
C 4.5865 -2.3106 1.0497
C 3.6796 -1.0585 1.5012
N 4.2447 0.1103 0.7398
C 2.1596 -1.2393 0.9820
N 1.1586 -0.8685 2.0176
C 0.2421 -1.9833 2.3708
C 3.7969 -0.6986 3.0520
O 3.3051 -1.3919 3.9782
O 4.4965 0.4106 3.3905
H 4.0433 -4.6512 4.0661
H 5.6583 -1.9321 0.9880
H 4.2504 -2.6656 0.0299
H 3.7929 0.9788 1.0401
H 4.0680 -0.0037 -0.2662
H 1.9332 -0.5781 0.0735
H 2.0742 -2.3087 0.6124
H 0.6539 -0.0213 1.7445
H 0.1475 -1.9727 3.5118
H 0.6664 -2.9952 2.1016
H -0.7858 -1.8298 1.9018
O -0.5574 1.1326 -0.9477
P -1.1940 0.5661 -2.2087
O -1.5299 2.0353 -2.9042
C -0.4882 2.9860 -3.0781
C 0.3914 2.6282 -4.2623
O -2.6610 0.2676 -1.4975
C -2.6985 -0.4789 -0.2803
C -3.1762 0.4266 0.8354
O -1.8088 -0.1853 -3.5979
C -3.0536 0.1986 -4.1800
C -2.8054 0.8173 -5.5423
H 0.1123 3.0857 -2.1729
H -0.9617 3.9544 -3.2568
H 0.8512 1.6451 -4.1246
H 1.1814 3.3717 -4.3912
H -0.1966 2.5838 -5.1810
H -1.7220 -0.9104 -0.0467
H -3.4020 -1.3052 -0.4150
H -2.5046 1.2787 0.9626
H -3.2371 -0.1148 1.7818
H -4.1618 0.8373 0.6005
H -3.6274 0.8775 -3.5504
H -3.6384 -0.7178 -4.2985
H -2.0289 0.2768 -6.0877
H -2.4680 1.8500 -5.4374
H -3.7228 0.8259 -6.1363
O -5.7444 -3.0561 1.5737
P -6.7012 -4.0793 0.9598
O -7.8930 -3.8315 2.0911
C -8.3924 -2.5205 2.3134
C -9.3527 -2.1036 1.2140
O -5.9573 -5.3847 1.6606
C -4.5517 -5.5612 1.4803
C -3.8549 -5.3887 2.8147
O -7.7434 -5.1847 0.2070
C -8.4436 -6.1898 0.9408
C -9.9326 -5.9068 0.8918
H -7.5807 -1.7977 2.4057
H -8.9197 -2.5340 3.2702
H -8.8583 -2.1156 0.2380
H -9.7373 -1.0984 1.4020
H -10.1970 -2.7929 1.1565
H -4.1544 -4.8642 0.7382
H -4.3887 -6.5750 1.1045
H -4.0354 -4.3922 3.2237
H -2.7774 -5.5367 2.7174
H -4.2446 -6.1031 3.5444
H -8.1049 -6.2785 1.9721
H -8.2381 -7.1406 0.4414
H -10.2388 -5.5639 -0.0989
H -10.1960 -5.1209 1.6019
H -10.5050 -6.7993 1.1565
O 7.7122 2.9471 0.2780
P 6.8057 3.8403 -0.5547
O 7.7983 5.1741 -0.5504
C 9.1468 5.0467 -0.9697
C 9.2489 4.9782 -2.4833
O 5.7960 4.2422 0.6886
C 5.2295 3.1972 1.4950
C 5.7836 3.2927 2.8972
O 5.7431 4.6685 -1.5868
C 5.3265 6.0066 -1.3281
C 5.8818 6.9260 -2.3998
H 9.6225 4.1764 -0.5151
H 9.6817 5.9291 -0.6095
H 8.6916 4.1218 -2.8739
H 10.2931 4.8906 -2.7936
H 8.8252 5.8746 -2.9401
H 5.4250 2.2129 1.0662
H 4.1456 3.3434 1.5139
H 6.8712 3.1838 2.8964
H 5.3549 2.5211 3.5392
H 5.5672 4.2749 3.3302
H 5.6120 6.3578 -0.3373
H 4.2341 6.0086 -1.3785
H 5.8296 6.4614 -3.3869
H 6.9316 7.1517 -2.2034
H 5.3360 7.8729 -2.4184
*
```

DFT (ωB97M-V/def2-TZVPD) results for a structure of composition C25H56N2O2OsP2S at a distorted geometry.

The calculation puts the LUMO energy (spin up / spin down) at -0.449 / -0.658 hartree. Its expectation value of S² is 6.036. As for the total energy: -65741.0620 eV.

ORCA input file:
```
! wB97M-V def2-TZVPD RIJCOSX def2/J DEFGRID3
* xyz 4 5
Os -0.1789 -0.2831 -0.7084
C 0.3835 0.3598 0.9524
O 0.7752 0.8101 1.9783
C -1.9825 0.0440 -0.4049
O -3.1397 0.2079 -0.2700
P 0.1194 2.0077 -1.2942
C 0.0430 2.0562 -3.1162
H -0.0475 3.1333 -3.3112
C -1.2250 3.1661 -0.7401
H -2.1288 2.5379 -0.8161
C 1.7617 2.8299 -1.0281
H 2.4599 2.0326 -1.3498
C 1.3928 -2.9024 1.2189
P -0.1130 -2.3761 0.3102
H 0.0050 -4.3416 -1.2004
H 2.1899 -2.4399 0.6093
C -1.4769 -3.5214 0.9105
H -1.1471 -4.5014 0.5139
C -1.0887 3.5805 0.7387
H -2.0876 3.8716 1.1087
H -0.4413 4.4660 0.8563
H -0.7222 2.7691 1.3912
C -1.4179 4.3939 -1.6237
H -0.5677 5.0817 -1.5614
H -2.3065 4.9224 -1.2581
H -1.6026 4.1424 -2.6708
C 2.0293 4.0689 -1.8972
H 1.8465 3.9412 -2.9684
H 3.1006 4.2764 -1.7836
H 1.4800 4.9496 -1.5469
C 2.0693 3.1432 0.4316
H 3.0690 3.5993 0.4743
H 2.0709 2.2535 1.0652
H 1.3617 3.8528 0.8717
C 1.3638 1.5595 -3.7327
H 2.0667 2.3869 -3.9624
H 1.1329 1.0251 -4.6694
H 1.9274 0.8752 -3.0570
C -1.2393 1.3570 -3.5905
H -1.3183 0.3207 -3.2287
H -1.2625 1.3210 -4.6881
H -2.1440 1.8768 -3.2383
C 1.5746 -4.4273 1.2029
H 1.4489 -4.8584 0.2039
H 0.8790 -4.9340 1.8861
H 2.6025 -4.6391 1.5287
C 1.5447 -2.3202 2.6324
H 0.7317 -2.6225 3.3050
C -0.9833 -2.6237 -2.1964
H 1.5694 -1.2261 2.6180
H 2.4950 -2.6831 3.0629
C 1.5303 -2.9129 -1.8452
H -0.9623 -1.4532 -2.0144
H -0.7812 -2.8194 -3.2582
H -2.0091 -2.8961 -1.9252
C 0.1166 -3.2485 -1.3343
H 1.5671 -2.9929 -2.9410
H 2.3435 -3.5619 -1.4457
H 1.7769 -1.8483 -1.6143
C -2.8851 -3.2262 0.3653
H -3.1757 -2.1801 0.5378
H -3.6001 -3.8822 0.8834
H -2.9856 -3.4582 -0.6963
C -1.5646 -3.6210 2.4357
H -2.3546 -2.9515 2.8084
H -0.6449 -3.3379 2.9531
H -1.7948 -4.6721 2.7000
H 0.9916 -0.8331 -2.7958
H 0.3506 -0.6736 -3.2290
C -0.2168 2.8572 5.3471
C -1.7086 2.6105 5.5518
N -2.3353 1.5863 4.6577
C -1.6644 0.5096 4.1880
S -2.1133 -0.1932 2.7049
N -0.6577 0.0371 5.0110
C -0.9919 -0.3532 6.4356
C -2.2106 -1.2428 6.5545
H 0.3629 1.9265 5.3726
H 0.1450 3.5056 6.1481
H -0.0363 3.3564 4.3842
H -1.9623 2.3977 6.6054
H -2.2595 3.5250 5.3104
H -3.0206 1.9242 3.9834
H -0.0510 -0.6140 4.5230
H -0.0910 -0.8299 6.8551
H -1.1421 0.5896 6.9738
H -2.0460 -2.1907 6.0396
H -2.4461 -1.5072 7.5909
H -3.1175 -0.7614 6.1759
*
```